{
  "formula": "C37H80N3O12Si",
  "method": "ωB97M-V with the def2-TZVPD basis set",
  "symbols": ["C", "C", "C", "C", "C", "C", "C", "O", "N", "C", "C", "C", "C", "O", "Si", "C", "C", "C", "N", "C", "C", "O", "N", "C", "C", "C", "H", "H", "H", "H", "H", "H", "H", "H", "H", "H", "H", "H", "H", "H", "H", "H", "H", "H", "H", "H", "H", "H", "H", "H", "H", "H", "H", "H", "H", "H", "H", "H", "H", "H", "H", "H", "H", "H", "C", "O", "C", "C", "O", "C", "C", "O", "C", "H", "H", "H", "H", "H", "H", "H", "H", "H", "H", "H", "H", "H", "H", "C", "O", "C", "C", "O", "C", "C", "O", "C", "H", "H", "H", "H", "H", "H", "H", "H", "H", "H", "H", "H", "H", "H", "C", "O", "C", "C", "O", "C", "C", "O", "C", "H", "H", "H", "H", "H", "H", "H", "H", "H", "H", "H", "H", "H", "H"],
  "xyz": [[0.283118, 2.446482, 1.517507], [1.363692, 2.266080, 0.456548], [1.649938, 0.774686, 0.204453], [1.090606, 3.066472, -0.816896], [-0.334728, 3.040689, -1.367811], [-0.751068, 1.625531, -1.772465], [-0.406498, 3.997972, -2.561725], [-1.359314, 5.073227, -2.415256], [-2.648279, 4.655108, -2.282509], [-3.533225, 5.330759, -1.502607], [-4.727454, 4.698560, -1.644195], [-6.038957, 5.072982, -1.065415], [-6.452632, 4.311548, 0.177932], [-6.518036, 2.920915, -0.078692], [-5.874181, 1.872640, 1.061541], [-5.773396, 0.214088, 0.204666], [-4.145727, 2.392618, 1.578069], [-6.977962, 1.754832, 2.555783], [-4.513944, 3.638127, -2.497461], [-5.558067, 2.694561, -2.924000], [-5.187360, 1.801785, -4.097576], [-5.846218, 1.842821, -5.105276], [-4.077710, 0.984998, -3.900023], [-4.231098, 0.008440, -2.800937], [-3.557541, 0.407189, -5.147199], [-3.233811, 3.633720, -2.894976], [0.505556, 1.802524, 2.367110], [-0.708178, 2.170090, 1.159227], [0.265650, 3.467373, 1.896597], [2.271457, 2.696669, 0.879739], [2.475068, 0.412780, 0.807808], [0.758628, 0.192687, 0.436023], [1.856196, 0.587377, -0.847528], [1.331790, 4.110034, -0.597661], [1.782649, 2.766874, -1.606570], [-1.020277, 3.420506, -0.608525], [0.043556, 1.144795, -2.339789], [-0.947352, 1.020484, -0.890114], [-1.656188, 1.607147, -2.378193], [-0.573441, 3.476124, -3.505608], [0.521935, 4.548803, -2.677576], [-3.271458, 6.201366, -0.932479], [-6.809635, 4.953789, -1.827902], [-6.006302, 6.134554, -0.827535], [-5.771985, 4.551496, 0.999344], [-7.441845, 4.671854, 0.462172], [-5.993385, -0.600234, 0.886253], [-4.761679, 0.125136, -0.193988], [-6.454493, 0.212109, -0.645263], [-3.616978, 2.857939, 0.743221], [-3.602367, 1.515336, 1.919512], [-4.181766, 3.133874, 2.374749], [-7.488053, 2.691150, 2.778917], [-7.736339, 0.986380, 2.428543], [-6.369984, 1.500609, 3.423490], [-5.807895, 2.075120, -2.061938], [-6.447849, 3.246532, -3.200080], [-3.737370, -0.913309, -3.090598], [-5.274669, -0.228902, -2.607571], [-3.748244, 0.349956, -1.886488], [-3.734394, 1.082023, -5.974634], [-2.486292, 0.251986, -5.032745], [-4.013984, -0.554457, -5.374572], [-2.758118, 2.962464, -3.576505], [7.178408, 5.351675, -3.198417], [6.426631, 6.186904, -2.347365], [5.036937, 6.096538, -2.575441], [4.256636, 6.530309, -1.356276], [4.204338, 5.566385, -0.316267], [5.382219, 5.372900, 0.456480], [5.676405, 6.485722, 1.433889], [6.236014, 7.604476, 0.774599], [6.021439, 8.813470, 1.466630], [7.065090, 5.641022, -4.249565], [8.223105, 5.455925, -2.915369], [6.883209, 4.301835, -3.084578], [4.758277, 5.065866, -2.833521], [4.762681, 6.750649, -3.416046], [3.216519, 6.660225, -1.667670], [4.619841, 7.492475, -0.990166], [6.247409, 5.181523, -0.180540], [5.185918, 4.470647, 1.039919], [6.388200, 6.112282, 2.183014], [4.749448, 6.769007, 1.948214], [4.950806, 9.008571, 1.602243], [6.452951, 9.611953, 0.867419], [6.506032, 8.807677, 2.449476], [-2.052965, -1.224186, 0.979541], [-1.777883, -2.554021, 0.622507], [-0.589131, -2.656814, -0.147501], [0.054025, -4.017533, -0.020064], [0.758836, -4.213213, 1.189652], [0.005576, -4.449700, 2.369833], [-0.599072, -5.830350, 2.449051], [-1.755813, -5.925658, 1.634791], [-2.018898, -7.248677, 1.223117], [-2.237550, -0.602330, 0.089934], [-2.944294, -1.213402, 1.605878], [-1.223423, -0.793587, 1.554757], [0.133551, -1.898391, 0.173387], [-0.834213, -2.479769, -1.205686], [0.814778, -4.085739, -0.801227], [-0.678001, -4.809430, -0.193630], [-0.755166, -3.680314, 2.520394], [0.731498, -4.368726, 3.181106], [-0.873711, -6.033502, 3.493025], [0.151860, -6.566748, 2.139212], [-1.174825, -7.664582, 0.661026], [-2.894910, -7.221617, 0.578327], [-2.228734, -7.902287, 2.077125], [3.636264, -5.597874, 2.532422], [3.472110, -6.940411, 2.137775], [4.282816, -7.288308, 1.031302], [4.517115, -8.779351, 0.976076], [5.474592, -9.253116, 1.904841], [5.075612, -9.368486, 3.260278], [4.193285, -10.559797, 3.548326], [2.859194, -10.323391, 3.131138], [2.160756, -11.512650, 2.845399], [3.308883, -4.908963, 1.745711], [3.014416, -5.444788, 3.413135], [4.677701, -5.383002, 2.799852], [5.250201, -6.774720, 1.092166], [3.781734, -6.976801, 0.103061], [4.944154, -9.002910, -0.003967], [3.571473, -9.319339, 1.064777], [4.608222, -8.449250, 3.620084], [6.006476, -9.514405, 3.811940], [4.203159, -10.750469, 4.630379], [4.601447, -11.439788, 3.037280], [2.660527, -12.088011, 2.057379], [1.167060, -11.232852, 2.500965], [2.060647, -12.146648, 3.734141]],
  "atomic_forces_ev_per_a": [[0.2393, -0.0501, 0.1662], [0.2318, -0.2366, 0.0692], [-0.5722, 0.2239, -0.2230], [-0.0692, 0.5243, 0.3143], [-0.0096, -0.1874, -0.4355], [-0.1068, 0.0215, 0.2251], [0.2875, -0.1620, 0.0209], [-0.0862, 0.2099, -0.0949], [0.3944, -0.2399, -0.0517], [-0.2066, 0.0599, 0.1095], [0.1035, 0.0383, 0.1203], [-0.2556, 0.0489, -0.2318], [-0.3203, -0.0050, 0.0515], [0.4477, 0.2019, 0.1329], [-0.1718, -0.6639, 0.3346], [0.2333, 0.8041, -0.2041], [-0.4942, 0.4438, -0.2797], [0.1149, 0.2133, -0.0723], [0.0654, -0.3055, -0.4271], [-0.1459, -0.4493, 0.3461], [-0.0452, 0.0650, 0.0353], [0.2546, 0.2087, -0.1356], [-0.3090, -0.1475, -0.5566], [0.4514, 0.2189, 0.0298], [0.1747, -0.1951, 0.2273], [-0.1393, 0.5350, 0.2936], [-0.0101, -0.0445, 0.0917], [-0.1065, -0.0071, -0.0274], [-0.1623, 0.1265, -0.0729], [0.1225, 0.0559, -0.0733], [0.0503, -0.0991, 0.0729], [0.0429, -0.1780, 0.1147], [0.2959, -0.0638, -0.0256], [0.0239, 0.0961, -0.0172], [0.0662, -0.1077, -0.0478], [-0.0566, 0.0464, 0.0967], [0.0379, -0.0744, -0.0857], [0.0766, -0.1127, 0.0221], [-0.0681, -0.0127, -0.0491], [-0.1549, -0.0150, -0.0863], [0.0256, 0.1394, 0.0129], [0.1588, 0.0489, -0.0170], [-0.0715, -0.0047, -0.0231], [-0.0016, 0.0889, 0.0268], [0.1167, -0.0662, 0.0424], [-0.0680, 0.0066, 0.1080], [-0.0011, -0.1827, -0.0347], [-0.0653, -0.3348, 0.1689], [-0.2150, -0.2598, 0.0640], [0.1968, -0.1275, -0.0947], [0.1508, -0.0389, 0.0746], [0.1131, -0.0339, 0.1723], [-0.0165, 0.0929, 0.0407], [-0.0867, -0.0684, -0.0173], [-0.0219, -0.0854, 0.1197], [-0.0412, 0.0960, -0.0029], [-0.0146, 0.1307, -0.0676], [0.0679, -0.0629, -0.0630], [-0.0422, 0.0049, 0.0282], [-0.0525, 0.0924, 0.0063], [-0.0415, 0.0879, -0.0623], [0.0745, -0.0380, 0.0262], [-0.1594, -0.0289, -0.0856], [-0.1028, -0.1974, -0.0876], [0.0240, 0.0904, -0.0437], [-0.0336, -0.1560, 0.1549], [0.1030, 0.0777, -0.0746], [-0.1002, 0.0673, 0.0015], [-0.0713, -0.0524, -0.0210], [0.0184, -0.1257, 0.0420], [0.1389, 0.0811, 0.0146], [-0.2067, 0.0076, -0.1124], [0.1053, -0.0089, 0.0328], [-0.0111, -0.0242, -0.0037], [0.0091, 0.0203, -0.0095], [-0.0149, 0.0026, -0.0225], [-0.0152, -0.0101, 0.0092], [-0.0547, -0.0720, -0.0400], [-0.0026, 0.0190, 0.0130], [0.1108, -0.0318, -0.0185], [0.0197, 0.1121, -0.0138], [-0.0005, -0.0107, -0.0142], [-0.0690, -0.0046, 0.0693], [-0.0197, -0.0156, 0.0012], [0.0041, -0.0097, 0.0190], [0.0187, 0.0002, -0.0002], [-0.0189, -0.0003, 0.0115], [-0.0440, -0.0866, 0.0107], [0.1112, 0.0580, 0.1172], [-0.1143, 0.0092, -0.0684], [-0.0287, -0.1408, -0.0509], [0.0707, 0.1083, -0.0207], [0.0432, -0.0098, 0.0988], [-0.1303, -0.0482, 0.0326], [0.1437, 0.0447, -0.1636], [-0.0763, -0.0028, 0.0606], [0.0256, 0.0457, 0.0399], [-0.0380, -0.0751, -0.0450], [-0.0073, 0.0865, -0.0599], [0.0228, -0.0026, 0.0067], [0.0690, 0.0534, -0.0075], [-0.0090, -0.0088, -0.0129], [-0.0771, 0.0527, 0.0677], [-0.0780, -0.0586, -0.0696], [0.0037, 0.0311, -0.0050], [0.0660, -0.0599, 0.0107], [0.0309, 0.0078, 0.0093], [0.0062, -0.0076, 0.0226], [-0.0162, 0.0033, 0.0098], [0.0196, -0.0117, -0.0014], [-0.1233, 0.0157, -0.0526], [0.1343, -0.0805, 0.1419], [-0.1177, 0.0718, -0.0155], [-0.0271, -0.0678, -0.1020], [0.0450, 0.0024, -0.0088], [0.0606, 0.0382, 0.0876], [-0.1219, -0.0066, 0.0801], [0.0872, 0.0197, -0.1979], [-0.0474, 0.0150, 0.0842], [0.0242, 0.0299, 0.0268], [-0.0136, 0.0146, 0.0007], [0.0079, -0.0136, -0.0450], [0.0153, -0.0109, 0.0000], [0.0731, 0.0433, -0.0261], [-0.0126, -0.0193, -0.0054], [-0.0300, 0.0660, 0.0733], [-0.0878, -0.0298, -0.0392], [0.0027, 0.0199, 0.0073], [0.0513, -0.0752, -0.0115], [0.0170, -0.0004, -0.0098], [0.0076, -0.0097, 0.0173], [-0.0115, 0.0040, 0.0135], [0.0130, -0.0149, -0.0082]],
  "orbital_gap_ha": 0.29035,
  "e_homo_ev": -10.21,
  "energy_ha": -2814.039335,
  "charge": 1,
  "max_force_ev_per_a": 0.86
}